1.
{
  "formula": "C40H29Cl5CoIN3O5S",
  "method": "ωB97M-V/def2-TZVPD",
  "elements": ["Co", "C", "C", "N", "C", "C", "C", "O", "C", "C", "N", "C", "C", "C", "C", "C", "C", "I", "C", "O", "H", "H", "H", "H", "H", "H", "H", "H", "H", "H", "H", "H", "C", "C", "C", "C", "C", "C", "C", "S", "O", "O", "O", "H", "H", "H", "H", "H", "H", "H", "Cl", "C", "C", "C", "Cl", "C", "Cl", "C", "Cl", "C", "Cl", "N", "C", "C", "C", "C", "C", "C", "C", "C", "C", "C", "C", "C", "C", "H", "H", "H", "H", "H", "H", "H", "H", "H", "H"],
  "positions_angstrom": [[-0.396, -0.205, 0.548], [1.966, -1.547, -3.054], [2.741, -1.262, -1.807], [4.001, -1.598, -1.731], [4.690, -1.341, -0.590], [4.147, -0.727, 0.503], [5.013, -0.559, 1.735], [5.779, -1.722, 2.029], [2.776, -0.341, 0.447], [2.180, 0.386, 1.525], [0.928, 0.542, 1.819], [0.704, 1.036, 3.152], [1.514, 0.463, 4.147], [1.458, 0.820, 5.479], [0.543, 1.774, 5.887], [-0.307, 2.318, 4.943], [-0.260, 1.957, 3.595], [-1.751, 2.924, 2.478], [2.048, -0.617, -0.724], [0.845, -0.224, -0.910], [2.538, -2.215, -3.694], [1.753, -0.622, -3.598], [1.002, -1.987, -2.800], [5.719, -1.676, -0.568], [4.414, -0.284, 2.605], [5.745, 0.236, 1.583], [5.185, -2.480, 1.979], [2.884, 0.855, 2.205], [2.169, -0.351, 3.870], [2.107, 0.325, 6.190], [0.464, 2.073, 6.924], [-1.049, 3.042, 5.248], [-3.880, -4.802, -5.599], [-3.218, -4.350, -4.323], [-3.940, -3.679, -3.338], [-3.330, -3.266, -2.163], [-1.980, -3.523, -1.967], [-1.245, -4.188, -2.934], [-1.867, -4.597, -4.104], [-1.205, -2.993, -0.461], [-1.950, -3.589, 0.622], [0.194, -3.352, -0.560], [-1.405, -1.515, -0.535], [-4.926, -4.499, -5.629], [-3.841, -5.889, -5.698], [-3.381, -4.377, -6.473], [-4.993, -3.476, -3.495], [-3.891, -2.743, -1.400], [-0.194, -4.374, -2.756], [-1.290, -5.117, -4.862], [-3.838, 0.389, 0.860], [-2.981, -0.411, 2.140], [-1.617, -0.685, 2.020], [-1.107, -1.564, 2.964], [0.461, -2.265, 2.661], [-1.818, -2.006, 4.076], [-1.087, -3.039, 5.250], [-3.137, -1.600, 4.233], [-4.040, -2.090, 5.622], [-3.734, -0.830, 3.238], [-5.404, -0.409, 3.387], [-1.020, 1.369, -0.164], [-0.415, 2.331, -0.701], [1.063, 2.600, -0.708], [1.851, 2.275, -1.807], [3.214, 2.530, -1.798], [3.804, 3.137, -0.694], [3.017, 3.493, 0.392], [1.653, 3.229, 0.382], [-1.279, 3.405, -1.322], [-2.665, 3.345, -1.161], [-3.483, 4.318, -1.707], [-2.935, 5.372, -2.429], [-1.560, 5.442, -2.593], [-0.738, 4.468, -2.038], [1.394, 1.785, -2.658], [3.819, 2.241, -2.648], [4.869, 3.328, -0.684], [3.462, 3.974, 1.254], [1.039, 3.504, 1.234], [-3.080, 2.514, -0.606], [-4.556, 4.255, -1.570], [-3.576, 6.132, -2.858], [-1.120, 6.259, -3.151], [0.335, 4.544, -2.161]],
  "atomic_forces_ev_per_a": [[0.3, -0.8, 0.4], [0.0, 0.0, 0.0], [0.1, -0.1, -0.1], [0.0, 0.0, 0.0], [0.0, 0.0, 0.0], [0.0, 0.0, 0.1], [0.0, 0.0, -0.1], [0.0, 0.0, 0.0], [0.1, 0.1, 0.0], [0.2, 0.2, 0.1], [-0.3, 0.4, -0.1], [-0.1, -0.1, 0.0], [0.1, -0.1, 0.1], [-0.1, 0.0, 0.0], [0.0, -0.1, -0.1], [0.0, 0.0, 0.0], [0.0, 0.1, 0.0], [0.2, 0.0, 0.1], [-0.1, 0.3, 0.0], [0.0, -0.5, 0.1], [0.0, 0.0, 0.0], [0.0, 0.0, 0.0], [0.0, 0.0, 0.0], [0.0, 0.0, 0.0], [0.0, 0.0, 0.1], [0.0, 0.0, 0.0], [0.0, 0.0, 0.0], [0.0, -0.1, 0.1], [0.0, 0.0, -0.1], [0.0, 0.0, 0.0], [0.0, 0.0, 0.0], [0.0, 0.0, 0.0], [0.0, 0.0, 0.0], [0.0, 0.0, 0.0], [0.0, 0.0, 0.0], [0.0, -0.1, 0.0], [-0.1, 0.1, 0.0], [0.0, 0.0, 0.0], [0.0, 0.0, 0.0], [0.1, 0.1, -0.1], [0.0, -0.1, 0.0], [0.0, -0.1, 0.0], [-0.2, 0.2, -0.1], [0.0, 0.0, 0.0], [0.0, 0.0, 0.0], [0.0, 0.0, 0.0], [0.0, 0.0, 0.0], [0.0, 0.0, 0.0], [0.0, 0.0, 0.0], [0.0, 0.0, 0.0], [0.1, 0.0, 0.0], [0.1, -0.1, 0.1], [-0.3, 0.2, -0.3], [0.0, -0.1, 0.1], [0.0, -0.1, 0.0], [0.0, 0.0, 0.0], [0.0, 0.0, 0.0], [0.0, 0.0, 0.0], [0.0, 0.0, 0.0], [0.1, 0.0, 0.0], [0.0, 0.0, 0.0], [-0.1, 0.1, -0.3], [-0.2, 0.4, -0.1], [0.1, 0.0, 0.0], [0.1, 0.0, 0.0], [0.0, 0.0, 0.0], [-0.1, 0.0, 0.0], [0.0, 0.0, 0.0], [0.0, 0.1, 0.0], [0.0, -0.1, 0.0], [0.0, 0.0, 0.0], [0.0, 0.0, 0.0], [0.0, 0.0, 0.0], [0.0, 0.0, 0.0], [0.1, 0.0, 0.0], [0.0, 0.0, 0.0], [0.0, 0.0, 0.0], [0.0, 0.0, 0.0], [0.0, 0.0, 0.0], [0.0, 0.0, 0.0], [0.0, 0.0, 0.0], [0.0, 0.0, 0.0], [0.0, 0.0, 0.0], [0.0, 0.0, 0.0], [0.0, 0.0, 0.0]],
  "charge": -1,
  "e_above_lowest_kcal_mol": 3.5
}

2.
{
  "formula": "C40H29F2MnN9O4",
  "method": "ωB97M-V/def2-TZVPD",
  "elements": ["Mn", "O", "C", "C", "C", "C", "C", "C", "C", "O", "N", "N", "C", "C", "C", "C", "C", "C", "C", "O", "H", "H", "H", "H", "H", "H", "H", "H", "H", "H", "F", "C", "C", "C", "C", "C", "F", "C", "C", "C", "C", "C", "C", "N", "H", "H", "H", "H", "H", "H", "C", "C", "C", "C", "C", "N", "C", "O", "N", "C", "C", "C", "C", "N", "C", "C", "C", "H", "H", "H", "H", "H", "H", "H", "H", "H", "H", "H", "H", "H", "N", "C", "N", "C", "N"],
  "positions_angstrom": [[-0.309, 0.898, 2.772], [-0.552, 1.047, -2.390], [-1.872, 1.171, -2.157], [-2.770, 1.075, -3.218], [-4.131, 1.206, -2.993], [-4.613, 1.428, -1.707], [-3.722, 1.502, -0.648], [-2.354, 1.377, -0.852], [-1.426, 1.339, 0.308], [-1.878, 1.136, 1.467], [-0.144, 1.454, -0.003], [0.664, 1.313, 1.113], [1.934, 1.397, 0.923], [2.926, 1.237, 1.960], [4.274, 1.213, 1.576], [5.302, 1.079, 2.483], [4.984, 0.974, 3.846], [3.677, 1.003, 4.264], [2.585, 1.124, 3.353], [1.391, 1.179, 3.806], [-0.097, 1.275, -1.469], [-2.380, 0.903, -4.214], [-4.818, 1.136, -3.829], [-5.677, 1.534, -1.533], [-4.065, 1.641, 0.370], [2.284, 1.591, -0.093], [4.503, 1.298, 0.517], [6.332, 1.052, 2.151], [5.778, 0.866, 4.577], [3.424, 0.924, 5.314], [2.471, -3.538, 1.276], [1.528, -2.962, 2.079], [1.175, -1.649, 1.879], [0.195, -1.031, 2.668], [-0.399, -1.835, 3.691], [0.005, -3.154, 3.849], [-0.549, -3.952, 4.821], [0.964, -3.755, 3.065], [-1.461, -1.181, 4.467], [-2.215, -1.740, 5.503], [-3.271, -1.028, 6.045], [-3.582, 0.227, 5.541], [-2.769, 0.735, 4.544], [-1.727, 0.078, 4.042], [1.665, -1.115, 1.075], [1.251, -4.786, 3.212], [-1.980, -2.725, 5.871], [-3.858, -1.457, 6.849], [-4.401, 0.819, 5.923], [-2.948, 1.715, 4.127], [5.230, 1.274, -6.330], [3.971, 0.646, -5.791], [3.067, 1.380, -5.032], [1.901, 0.813, -4.548], [1.602, -0.524, -4.808], [0.430, -1.061, -4.240], [-0.185, -2.206, -4.664], [0.134, -2.837, -5.662], [-1.253, -2.645, -3.908], [-1.748, -2.237, -2.646], [-3.123, -2.127, -2.466], [-3.615, -1.792, -1.218], [-2.712, -1.537, -0.195], [-1.398, -1.635, -0.363], [-0.928, -2.004, -1.546], [2.504, -1.274, -5.563], [3.664, -0.687, -6.041], [5.457, 2.200, -5.803], [5.129, 1.510, -7.393], [6.083, 0.603, -6.221], [3.279, 2.419, -4.807], [1.209, 1.398, -3.961], [-0.060, -0.439, -3.597], [-1.765, -3.373, -4.380], [-3.790, -2.285, -3.306], [-4.678, -1.685, -1.052], [-3.035, -1.211, 0.788], [0.150, -2.098, -1.634], [2.292, -2.309, -5.776], [4.355, -1.290, -6.621], [-0.851, 2.871, 3.507], [-1.368, 3.764, 4.036], [-1.901, 4.811, 4.609], [-3.149, 4.746, 5.010], [-4.246, 4.778, 5.394]],
  "atomic_forces_ev_per_a": [[-0.1, 0.7, 0.1], [-0.2, 0.1, -0.5], [0.1, 0.1, 0.0], [-0.1, 0.1, 0.0], [0.0, 0.0, 0.1], [0.0, 0.0, 0.0], [0.0, 0.1, -0.1], [-0.1, 0.0, -0.1], [0.1, -0.1, 0.2], [0.0, 0.0, -0.2], [0.0, 0.2, 0.2], [0.2, -0.1, -0.2], [-0.2, 0.1, 0.0], [0.0, -0.1, 0.1], [-0.1, 0.0, 0.0], [0.1, 0.0, 0.0], [-0.1, 0.0, -0.1], [0.1, 0.0, 0.0], [-0.2, 0.2, -0.1], [0.0, -0.3, 0.1], [0.1, -0.3, 0.1], [0.0, 0.0, 0.0], [0.0, 0.0, 0.0], [0.0, 0.0, 0.0], [0.0, 0.0, 0.0], [0.0, 0.0, 0.0], [0.0, 0.0, 0.0], [0.0, 0.0, 0.0], [0.0, 0.0, 0.0], [0.0, 0.0, 0.0], [-0.1, 0.0, 0.1], [-0.1, 0.2, 0.0], [0.1, -0.2, -0.1], [-0.1, -0.1, 0.2], [0.1, 0.1, -0.1], [0.0, -0.1, 0.0], [0.0, 0.0, 0.0], [0.0, -0.1, 0.0], [-0.1, 0.1, -0.2], [-0.1, -0.1, 0.1], [0.0, 0.1, -0.1], [0.1, -0.1, 0.0], [0.0, 0.1, 0.0], [0.2, -0.3, 0.5], [0.0, 0.0, 0.0], [0.0, 0.0, 0.0], [0.0, 0.0, 0.0], [0.0, 0.0, 0.0], [0.0, 0.0, 0.0], [0.0, 0.0, 0.0], [-0.1, 0.0, 0.0], [0.0, 0.0, 0.0], [0.0, 0.0, 0.0], [-0.1, -0.1, 0.0], [0.0, 0.0, 0.0], [0.0, 0.1, -0.1], [-0.1, 0.0, 0.1], [0.0, -0.1, -0.1], [0.0, 0.0, 0.0], [-0.1, 0.0, 0.0], [0.1, 0.0, 0.1], [0.0, -0.1, 0.0], [0.1, -0.1, 0.0], [0.0, -0.2, 0.1], [0.0, 0.1, -0.1], [0.0, -0.1, 0.0], [0.0, 0.1, 0.0], [0.0, 0.0, 0.0], [0.0, 0.0, 0.0], [0.0, 0.0, 0.0], [0.0, 0.0, 0.0], [0.0, 0.1, 0.1], [0.1, -0.1, 0.2], [0.1, 0.0, 0.0], [0.0, 0.0, 0.0], [0.0, 0.0, 0.0], [0.0, 0.0, 0.0], [0.0, 0.0, 0.0], [0.0, 0.0, 0.0], [0.0, 0.0, 0.0], [0.0, -0.2, -0.2], [-0.1, 0.1, -0.1], [0.2, 0.0, 0.0], [0.1, 0.0, -0.1], [-0.2, 0.0, 0.1]],
  "spin_multiplicity": 2,
  "charge": -2,
  "e_above_lowest_kcal_mol": 3.7,
  "s2": 0.78
}

3.
{
  "formula": "C40H29FIrN4O3S3",
  "method": "ωB97M-V/def2-TZVPD",
  "elements": ["Ir", "S", "C", "C", "C", "C", "C", "C", "N", "C", "C", "C", "C", "C", "C", "C", "C", "N", "C", "C", "C", "C", "C", "S", "C", "H", "H", "H", "H", "H", "H", "H", "H", "H", "H", "H", "H", "F", "C", "C", "C", "C", "C", "C", "C", "H", "H", "H", "H", "H", "H", "C", "C", "C", "C", "N", "C", "C", "H", "H", "H", "H", "H", "H", "H", "O", "S", "O", "N", "C", "O", "C", "C", "C", "C", "C", "C", "H", "H", "H", "H"],
  "positions_angstrom": [[-0.461, 0.310, 0.266], [5.218, -3.428, 2.237], [4.736, -4.862, 3.030], [3.371, -4.990, 3.089], [2.696, -3.925, 2.496], [3.548, -2.962, 1.969], [3.230, -1.739, 1.320], [1.895, -1.326, 1.171], [1.545, -0.177, 0.642], [2.507, 0.682, 0.164], [3.891, 0.317, 0.222], [4.847, 1.225, -0.341], [4.465, 2.381, -0.921], [3.088, 2.765, -0.984], [2.651, 3.911, -1.603], [1.269, 4.220, -1.637], [0.397, 3.337, -0.961], [0.789, 2.251, -0.356], [2.116, 1.898, -0.386], [0.795, 5.381, -2.299], [-0.506, 5.822, -2.509], [-0.573, 7.015, -3.227], [0.662, 7.504, -3.570], [1.932, 6.506, -3.023], [4.240, -0.875, 0.813], [5.472, -5.547, 3.404], [2.877, -5.829, 3.545], [1.626, -3.866, 2.431], [1.100, -1.978, 1.503], [5.887, 0.943, -0.300], [5.191, 3.055, -1.349], [3.356, 4.576, -2.078], [-0.656, 3.566, -0.904], [-1.377, 5.295, -2.167], [-1.490, 7.509, -3.488], [0.887, 8.398, -4.117], [5.275, -1.169, 0.890], [-5.142, -3.469, -0.833], [-4.459, -2.346, -0.607], [-4.310, -1.885, 0.696], [-3.628, -0.710, 0.912], [-3.086, 0.041, -0.157], [-2.364, 1.279, 0.070], [-3.302, -0.445, -1.467], [-3.952, -1.636, -1.689], [-4.737, -2.454, 1.507], [-3.523, -0.335, 1.919], [-2.646, 1.804, 0.982], [-2.343, 1.942, -0.792], [-2.951, 0.134, -2.308], [-4.090, -2.023, -2.686], [-1.755, 0.468, 6.484], [-1.361, 0.425, 5.050], [-0.856, 1.547, 4.393], [-0.535, 1.474, 3.053], [-0.699, 0.360, 2.327], [-1.143, -0.736, 2.956], [-1.483, -0.742, 4.293], [-1.360, 1.355, 6.973], [-1.398, -0.416, 7.007], [-2.843, 0.488, 6.570], [-0.714, 2.476, 4.923], [-0.134, 2.333, 2.532], [-1.239, -1.633, 2.360], [-1.843, -1.652, 4.750], [0.485, -4.145, -0.908], [-0.739, -3.432, -1.125], [-1.887, -3.855, -0.374], [-0.474, -1.823, -0.828], [-0.524, -1.115, -1.931], [-0.359, 0.131, -1.893], [-0.891, -1.862, -3.143], [-1.154, -1.341, -4.399], [-1.641, -2.197, -5.374], [-1.849, -3.540, -5.096], [-1.588, -4.063, -3.831], [-1.111, -3.204, -2.871], [-0.987, -0.294, -4.591], [-1.876, -1.813, -6.355], [-2.231, -4.189, -5.869], [-1.773, -5.100, -3.597]],
  "atomic_forces_ev_per_a": [[-0.1, 3.2, -0.8], [-0.9, -0.1, 0.1], [-0.5, 0.2, -0.1], [0.8, -0.4, 0.3], [0.5, 1.1, -0.7], [0.5, -1.7, 0.9], [0.9, 1.8, -0.9], [0.5, -0.1, 0.1], [1.2, 0.0, -0.8], [0.8, -2.2, 1.1], [-1.2, 1.1, -0.4], [0.0, 0.0, 0.0], [0.0, 0.0, 0.0], [-0.5, -1.4, 0.9], [-1.8, 0.7, -0.2], [1.8, -1.3, 0.7], [-0.1, 0.6, -0.2], [0.4, -1.8, 0.8], [-0.5, 2.1, -0.9], [-0.7, 1.7, -1.0], [1.1, -0.8, 0.4], [0.5, 0.8, -0.5], [-0.3, -0.3, 0.2], [-0.9, -0.3, 0.2], [-1.3, -1.5, 0.8], [0.1, -0.1, 0.1], [0.0, -0.2, 0.1], [-0.3, 0.0, 0.0], [-0.1, 0.0, -0.1], [0.2, 0.0, 0.0], [0.1, 0.0, -0.1], [0.2, 0.0, 0.0], [-0.1, 0.0, 0.0], [-0.2, -0.2, 0.1], [-0.2, 0.1, -0.1], [0.0, 0.2, -0.1], [0.1, 0.1, -0.1], [0.0, -0.2, 0.0], [0.2, 0.5, 0.2], [-0.2, -0.4, -0.4], [0.3, 0.4, -0.4], [-1.1, -0.4, -0.2], [0.9, -0.6, -0.1], [0.0, 0.2, 0.5], [-0.2, -0.2, 0.2], [0.0, 0.0, 0.1], [-0.1, 0.1, 0.1], [0.1, 0.0, 0.0], [0.0, 0.0, 0.0], [0.0, 0.1, -0.1], [-0.1, 0.0, -0.1], [0.0, 0.0, 0.1], [0.1, 0.0, -0.4], [0.0, -0.3, 0.0], [0.0, 0.2, 0.0], [0.0, 0.0, -0.3], [0.0, -0.2, 0.2], [0.1, 0.2, 0.1], [0.0, 0.0, 0.1], [0.0, 0.0, 0.1], [0.0, 0.0, 0.0], [0.0, 0.1, 0.0], [-0.1, 0.0, -0.1], [-0.1, 0.0, -0.1], [0.0, -0.1, 0.0], [0.1, 0.0, -0.3], [-0.2, -0.1, 0.6], [0.0, 0.0, -0.3], [-0.1, -0.3, 0.2], [0.0, -0.7, -0.3], [0.1, 0.7, 1.0], [-0.1, 0.0, -0.6], [0.1, -0.1, 0.3], [0.0, 0.0, 0.0], [0.0, -0.1, 0.2], [0.0, -0.2, 0.1], [0.3, 0.4, 0.5], [0.0, 0.2, -0.1], [0.0, 0.0, -0.1], [-0.1, -0.1, -0.1], [0.0, -0.1, -0.1]],
  "charge": 1
}

no.,E (Ha)
1,-6461.84181
2,-3686.34903
3,-3385.00589